[1]
# C4H11O2S

A gas-phase ion, C4H11O2S (charge +1) (wB97M-V/def2-TZVPD, the Open Molecules 2025 dataset).

Net charge: +1
Frontier orbital gap in eV: 12.256
HOMO energy in eV: -15.19
Lowest unoccupied orbital energy in eV: -2.936

Element x y z (Å)
C1 0.52 -0.43 1.69
C2 -1.49 -1.59 0.11
C3 0.71 1.84 -0.67
C4 -0.42 0.77 -1.04
O1 0.98 -1.54 -0.78
O2 1.79 1.14 -0.21
S1 0.03 -0.74 -0.07
H1 1.14 0.33 1.92
H2 0.87 -1.47 1.84
H3 -0.47 -0.48 2.14
H4 -1.84 -2.14 1.01
H5 -1.58 -2.36 -0.58
H6 -2.35 -1.05 -0.14
H7 0.36 2.62 0.03
H8 1.05 2.31 -1.50
H9 -1.34 1.18 -0.76
H10 -0.41 0.34 -2.10
H11 2.45 1.28 -0.90

---

[2]
# C4H11O2Sn

A molecular structure, C4H11O2Sn (wB97M-V/def2-TZVPD, the Open Molecules 2025 dataset).

Net charge: +1
Frontier orbital gap (spin up / spin down) in eV: 6.215 / 6.321
HOMO energy (spin up / spin down) in eV: -10.43 / -10.60
Lowest unoccupied orbital energy (spin up / spin down) in eV: -4.212 / -4.284

Element x y z (Å)
C1 -0.67 1.59 -2.07
O1 -0.32 0.59 -1.11
C2 -1.04 0.67 0.12
C3 -0.72 -0.57 0.92
O2 0.70 -0.74 0.91
C4 1.18 -1.71 1.84
H1 -0.04 1.43 -2.96
H2 -1.73 1.46 -2.35
H3 -0.50 2.59 -1.65
H4 -2.12 0.72 -0.08
H5 -0.73 1.59 0.65
H6 -1.20 -1.46 0.49
H7 -1.07 -0.44 1.95
H8 0.74 -2.69 1.62
H9 2.27 -1.76 1.73
H10 0.92 -1.39 2.86
Sn1 1.43 -0.25 -0.84
H11 2.90 0.38 -2.02

---

[3]
# C4H11PS

2 unconnected molecules or ions with the total composition C4H11PS (wB97M-V/def2-TZVPD, the Open Molecules 2025 dataset).

Frontier orbital gap (spin up / spin down) in eV: 8.376 / 7.826
HOMO energy (spin up / spin down) in eV: -8.24 / -7.51
Lowest unoccupied orbital energy (spin up / spin down) in eV: 0.140 / 0.318

Element x y z (Å)
C1 1.44 0.73 -1.19
C2 0.59 -0.94 1.78
C3 -0.06 0.17 -1.27
C4 -0.97 0.08 -0.03
P1 -1.87 -1.50 0.19
S1 -1.83 1.51 0.43
H1 1.80 0.25 -2.19
H2 2.17 0.50 -0.38
H3 1.59 1.78 -1.17
H4 -0.10 -0.68 2.58
H5 0.64 -2.00 1.55
H6 1.55 -0.42 1.56
H7 -0.43 0.60 -2.19
H8 0.09 -0.89 -1.47
H9 -2.35 -1.08 1.54
H10 -2.93 -0.96 -0.61
H11 -0.94 2.39 -0.12

---

[4]
# C4H11PS2

2 unconnected molecules or ions with the total composition C4H11PS2 (wB97M-V/def2-TZVPD, the Open Molecules 2025 dataset).

Frontier orbital gap in eV: 9.422
HOMO energy in eV: -8.79
Lowest unoccupied orbital energy in eV: 0.630
Structure (SMILES): CP(S)S.C=CC

Element x y z (Å)
C1 -2.68 1.34 1.42
P1 -1.31 0.65 0.35
S1 -0.93 2.74 -0.38
S2 -2.40 -0.14 -1.31
H1 -3.32 0.47 1.76
H2 -2.27 1.92 2.21
H3 -3.41 2.02 0.82
H4 0.12 2.44 -1.15
H5 -1.65 -1.21 -1.42
C2 2.13 0.28 -0.91
C3 1.47 -0.52 -0.04
C4 1.18 -2.00 -0.14
H6 2.77 -0.08 -1.82
H7 2.37 1.26 -0.60
H8 1.12 0.08 0.84
H9 0.39 -2.13 -0.98
H10 0.85 -2.46 0.82
H11 2.07 -2.51 -0.43

---

[5]
# C4H11PSi

2 unconnected molecules or ions with the total composition C4H11PSi (wB97M-V/def2-TZVPD, the Open Molecules 2025 dataset).

Frontier orbital gap in eV: 8.293
HOMO energy in eV: -7.87
Lowest unoccupied orbital energy in eV: 0.420

Element x y z (Å)
C1 2.28 -0.68 0.42
C2 -1.58 -1.35 -0.62
C3 -1.10 0.62 1.85
C4 -0.09 1.18 -1.36
Si1 -0.55 0.03 0.07
P1 3.19 0.18 -0.67
H1 2.62 -1.21 1.25
H2 -1.44 -1.55 -1.72
H3 -1.41 -2.31 -0.03
H4 -2.74 -1.05 -0.51
H5 -0.22 0.68 2.51
H6 -1.69 1.54 1.91
H7 -1.70 -0.20 2.32
H8 0.72 0.70 -2.04
H9 -1.02 1.20 -1.99
H10 0.24 2.18 -1.06
H11 4.49 0.06 -0.32

---

[6]
# C4H11S

2 unconnected molecules or ions with the total composition C4H11S (wB97M-V/def2-TZVPD, the Open Molecules 2025 dataset).

Net charge: -1
Frontier orbital gap in eV: 6.262
HOMO energy in eV: -2.24
Lowest unoccupied orbital energy in eV: 4.023

Element x y z (Å)
C1 2.59 0.22 0.68
C2 3.00 0.29 -0.80
H1 2.99 -0.63 1.22
H2 1.49 0.19 0.75
H3 2.86 1.14 1.20
H4 3.03 -0.70 -1.24
H5 2.27 0.94 -1.30
H6 3.94 0.82 -0.91
C3 -2.29 -1.61 -0.45
C4 -1.52 -0.33 -0.73
S1 -1.16 0.69 0.73
H7 -2.64 -2.07 -1.37
H8 -3.12 -1.44 0.26
H9 -1.67 -2.36 0.03
H10 -2.02 0.23 -1.52
H11 -0.56 -0.63 -1.19

---

[7]
# C4H11S2

2 unconnected molecules or ions with the total composition C4H11S2 (wB97M-V/def2-TZVPD, the Open Molecules 2025 dataset).

Net charge: -1
Frontier orbital gap in eV: 5.619
HOMO energy in eV: -2.45
Lowest unoccupied orbital energy in eV: 3.166

Element x y z (Å)
C1 -1.15 0.74 -0.93
S1 -2.83 0.60 -1.53
C2 -2.73 -0.86 -2.60
H1 -1.17 0.91 0.16
H2 -0.59 1.58 -1.33
H3 -0.58 -0.19 -0.80
H4 -1.90 -0.77 -3.30
H5 -2.58 -1.76 -2.00
H6 -3.68 -0.92 -3.13
C3 2.85 0.28 2.32
C4 1.47 -0.06 1.73
S2 1.58 -0.95 0.15
H7 3.32 0.76 1.46
H8 3.33 -0.64 2.66
H9 2.77 0.91 3.22
H10 1.06 0.89 1.43
H11 0.83 -0.52 2.49

---

[8]
# C4H11S2

2 unconnected molecules or ions with the total composition C4H11S2 (wB97M-V/def2-TZVPD, the Open Molecules 2025 dataset).

Net charge: -1
Frontier orbital gap in eV: 5.689
HOMO energy in eV: -2.33
Lowest unoccupied orbital energy in eV: 3.363

Element x y z (Å)
C1 -1.39 2.08 0.77
S1 0.25 2.84 1.35
C2 1.51 1.59 1.03
H1 -1.24 1.01 0.64
H2 -1.69 2.64 -0.21
H3 -2.18 2.08 1.53
H4 1.11 0.66 1.55
H5 1.65 1.57 -0.07
H6 2.43 1.85 1.59
C3 0.07 -2.83 -1.28
C4 -0.23 -1.48 -0.61
S2 -0.16 -0.03 -1.67
H7 1.08 -2.74 -1.70
H8 -0.55 -2.86 -2.19
H9 -0.11 -3.74 -0.70
H10 0.67 -1.16 0.06
H11 -1.21 -1.48 -0.09

---

The evaluated F_max for the records listed, in turn: 6.30; 9.26; 2.76; 3.52; 3.25; 1.04; 1.78; 2.48 eV Å⁻¹.